# 1
# C6H12N2

A single C6H12N2 molecule (ωB97M-V/def2-TZVPD, OMol25).

Output
Structure (SMILES): C=NN1CC[C@@H]1CC
Total charge: 0

XYZ file:
```
20
Properties=species:S:1:pos:R:3:mulliken_charge:R:1
C -0.00143 -1.48164 2.29545 -0.39
N -0.42682 -0.36453 1.78522 -0.76
N -0.69500 -0.39780 0.49674 0.55
C -0.28602 -1.42823 -0.48745 -0.85
C -0.56884 -0.43250 -1.70391 -0.70
C -0.91346 0.57149 -0.54777 0.04
C 0.02498 1.83515 -0.35303 -0.65
C 1.30661 1.27548 0.09948 -1.05
H -0.21679 -2.48837 1.69209 0.23
H 0.43563 -1.32523 3.26508 0.32
H -0.78740 -2.34743 -0.70345 0.43
H 0.86502 -1.87654 -0.45826 0.32
H -1.48260 -0.68990 -2.35972 0.25
H 0.24326 -0.27213 -2.43147 0.28
H -1.83468 1.00076 -0.65747 0.38
H -0.05795 2.64443 -1.13578 0.33
H -0.28000 2.32256 0.48009 0.38
H 1.09815 0.63241 0.91462 0.26
H 1.61632 0.77224 -0.77309 0.27
H 1.96105 2.04979 0.58262 0.37
```

---

# 2
# C2H9NS

2 unconnected molecules or ions with the total composition C2H9NS (ωB97M-V/def2-TZVPD, OMol25).

Output
Structure (SMILES): CSC.N
Total charge: 0

XYZ file:
```
13
Properties=species:S:1:pos:R:3:mulliken_charge:R:1
C 0.67802 -0.77073 -1.11089 -0.84
S -0.40245 -0.24056 0.26293 -0.05
C -0.23938 -1.88204 1.07515 -0.88
H 1.54182 -1.37518 -0.82149 0.30
H 1.22613 0.06213 -1.56787 0.34
H 0.10657 -1.20861 -1.98102 0.27
H 0.10488 -1.73047 2.08022 0.33
H -1.17895 -2.50531 1.25009 0.29
H 0.55693 -2.68077 0.84944 0.27
N -0.55091 3.14192 -0.26733 -0.64
H -0.57509 2.17140 0.05911 0.18
H -1.45571 3.32754 0.00534 0.21
H 0.18815 3.69067 0.16632 0.21
```

---

# 3
# C18H72O18

18 unconnected molecules or ions with the total composition C18H72O18 (ωB97M-V/def2-TZVPD, OMol25).

Output
Total charge: 0

XYZ file:
```
108
Properties=species:S:1:pos:R:3:mulliken_charge:R:1
C -3.66344 -0.21183 -2.94583 0.53
O -3.59944 0.97017 -3.62983 -0.69
H -2.99944 -0.13183 -2.17783 -0.59
H -3.27144 -1.09683 -3.52483 -0.21
H -4.62144 -0.38183 -2.47283 0.31
H -2.66644 1.27317 -3.67083 0.49
C -0.44344 2.50117 -3.16083 -0.63
O -0.99644 1.25617 -2.94283 0.08
H 0.60956 2.40217 -3.26583 0.24
H -0.58044 3.19117 -2.31383 0.08
H -0.79244 2.94717 -4.06783 0.37
H -0.44744 0.72117 -2.47783 -0.41
C -0.92344 -2.36383 -4.76083 -1.05
O -0.56044 -1.57983 -3.61483 0.39
H -0.65544 -3.36183 -4.60683 0.43
H -0.40544 -2.05183 -5.62183 0.29
H -1.97444 -2.17583 -4.97783 0.29
H -1.05444 -1.99283 -2.90783 -0.29
C 1.43956 -3.19583 -2.09883 -0.64
O 2.33456 -4.15783 -1.59183 -0.50
H 1.06456 -2.38983 -1.45283 0.02
H 0.62456 -3.68583 -2.69883 0.25
H 1.86756 -2.69583 -2.93083 0.59
H 2.78856 -4.46083 -2.31983 0.34
C 3.38556 -2.43083 1.78017 -0.89
O 2.30456 -2.51183 0.87017 -0.01
H 3.60556 -3.35383 2.35817 0.34
H 3.18056 -1.66683 2.48917 0.17
H 4.34456 -2.27783 1.30417 0.29
H 2.53456 -3.31083 0.44217 0.06
C -2.65744 -0.30183 3.60617 -0.64
O -2.00844 -1.55783 3.56017 -0.76
H -2.36844 0.27317 2.74917 0.31
H -2.37044 0.16417 4.59917 0.31
H -3.74344 -0.58183 3.60317 0.27
H -1.10244 -1.37483 3.55917 0.21
C 0.04956 5.04217 1.29017 -1.14
O 0.29756 3.74117 0.78017 0.16
H 0.40156 5.04817 2.27017 0.36
H -1.03144 5.12117 1.30717 0.29
H 0.40256 5.84017 0.62317 0.29
H 0.35056 3.07317 1.50417 -0.16
C -3.88044 -0.96883 0.64317 -0.99
O -3.04344 -2.00683 1.01917 -0.67
H -4.64544 -0.88883 1.37117 0.54
H -4.41844 -1.14683 -0.24983 0.34
H -3.40944 -0.03283 0.69717 0.23
H -2.80244 -1.94883 1.93617 0.49
C 0.73256 -1.86583 4.08517 -1.33
O 0.86456 -0.87983 3.04317 0.47
H 0.25256 -1.31183 4.85817 0.59
H 1.82256 -2.08583 4.26717 0.24
H 0.34956 -2.84283 3.85317 0.27
H 1.50956 -1.31583 2.44117 -0.42
C 3.00556 3.52917 2.17517 0.05
O 3.95356 2.79817 2.79217 -0.55
H 2.97756 3.23617 1.10117 0.06
H 3.32756 4.62817 2.18717 0.25
H 2.16956 3.26417 2.78417 -0.10
H 4.10256 3.14117 3.65317 0.29
C 2.20256 4.61917 -1.58383 -0.78
O 2.14456 3.27317 -1.30783 -0.38
H 2.51156 4.70617 -2.62083 0.28
H 2.85656 5.03317 -0.85583 0.27
H 1.14956 5.04917 -1.53083 0.22
H 1.52956 3.24717 -0.59683 -0.17
C -0.18144 2.17717 3.96417 -1.13
O 0.21656 1.77317 2.62917 0.19
H -0.38144 1.32917 4.64917 0.19
H -0.95744 2.90917 4.01717 0.36
H 0.59256 2.70717 4.50017 0.36
H 0.78356 1.05117 2.77417 -0.26
C 3.23656 0.41917 0.33217 -1.03
O 2.71656 0.61017 1.57517 -0.53
H 3.09256 1.28217 -0.32183 0.24
H 2.88956 -0.34183 -0.30583 0.08
H 4.20156 0.03017 0.52217 0.67
H 3.16856 1.31517 2.06317 0.25
C -2.45744 2.41417 -0.16383 0.07
O -2.12944 2.47217 1.19317 -0.65
H -3.33844 2.98617 -0.31783 0.60
H -2.54744 1.44217 -0.62283 -0.20
H -1.68644 2.98017 -0.73983 -0.35
H -1.19644 2.22217 1.21617 -0.21
C -0.24844 -0.33683 0.11617 1.16
O 0.41556 0.93517 0.12117 4.83
H -0.91444 -0.49183 -0.67983 0.30
H -0.84344 -0.27283 1.02717 -0.54
H 0.55356 -1.10283 0.21717 -1.25
H 1.24056 0.91317 0.67617 -1.57
C -3.12144 -3.63483 -2.05083 -1.01
O -2.37644 -2.50083 -1.65383 0.72
H -2.51044 -4.34983 -2.59983 0.29
H -3.89644 -3.28083 -2.79783 0.28
H -3.56744 -4.23583 -1.19783 0.26
H -2.56544 -2.31283 -0.74883 -0.30
C 2.52356 -0.24783 -2.99483 -1.20
O 1.76856 -0.13083 -4.16183 -0.69
H 3.18356 -1.03583 -3.07683 0.58
H 1.82456 -0.25983 -2.09383 0.20
H 3.20356 0.60617 -2.88683 0.38
H 0.99456 -0.76583 -4.17483 0.47
C -0.66044 -3.80783 0.87517 0.13
O 0.07456 -4.90983 1.30917 -0.57
H -0.45444 -3.41783 -0.07383 -0.15
H -0.50644 -2.90683 1.45017 -0.31
H -1.71544 -4.02683 0.82817 0.60
H -0.33544 -5.69783 0.98317 0.34
```

---

# 4
# C10H40O10

10 unconnected molecules or ions with the total composition C10H40O10 (ωB97M-V/def2-TZVPD, OMol25).

Output
Structure (SMILES): CO.CO.CO.CO.CO.CO.CO.CO.CO.CO
Total charge: 0

XYZ file:
```
60
Properties=species:S:1:pos:R:3:mulliken_charge:R:1
C 15.38242 -27.83824 7.89979 -0.09
O 14.67110 -28.96732 8.38820 -0.54
H 14.77652 -26.94496 7.75336 -0.23
H 16.20051 -27.59870 8.58892 0.27
H 15.85546 -28.17701 6.98078 0.31
H 14.09078 -28.68875 9.10420 0.30
C 18.71084 -21.52110 12.21769 -0.22
O 18.93089 -20.63644 13.31030 -0.56
H 17.84130 -22.16084 12.38669 0.08
H 18.59103 -20.90838 11.32528 0.15
H 19.60254 -22.11990 12.01247 0.26
H 19.41168 -21.08462 14.00834 0.30
C 16.86077 -23.94411 6.29400 -0.61
O 16.01640 -23.01384 6.98025 -0.45
H 17.32615 -23.44998 5.44615 0.34
H 17.57880 -24.39308 6.98156 0.23
H 16.20947 -24.75690 5.97792 0.23
H 16.39817 -22.13230 6.97996 0.25
C 18.95115 -21.93905 8.43387 -0.49
O 20.12958 -21.87189 9.22265 -0.50
H 18.08547 -22.27196 9.01840 0.11
H 18.75796 -20.95583 8.01443 0.30
H 19.05414 -22.67827 7.63366 0.31
H 20.31039 -22.77168 9.51382 0.29
C 15.25977 -24.38919 10.40147 -0.43
O 15.98118 -24.52843 11.62325 -0.54
H 14.18942 -24.45306 10.59214 0.17
H 15.52102 -23.44060 9.92853 0.26
H 15.56858 -25.15526 9.69069 0.26
H 15.55454 -23.97811 12.30233 0.22
C 12.75851 -24.21766 7.82677 -0.05
O 13.40010 -22.98443 8.13484 -0.53
H 12.12611 -24.04232 6.95095 0.36
H 13.47467 -25.00874 7.60364 -0.13
H 12.11256 -24.52673 8.64422 -0.02
H 14.15460 -22.91838 7.52593 0.38
C 15.57323 -27.73753 12.08492 -0.19
O 16.79105 -27.04188 12.33397 -0.60
H 15.60576 -28.72676 12.54648 0.34
H 14.76814 -27.20067 12.60020 0.09
H 15.41512 -27.85824 11.00857 -0.09
H 16.56858 -26.11934 12.07667 0.52
C 13.49244 -23.05373 14.14861 -0.72
O 14.57553 -22.75707 13.28051 -0.36
H 12.53052 -22.89073 13.65826 0.28
H 13.59947 -24.07660 14.50251 0.26
H 13.54838 -22.41182 15.03417 0.34
H 14.68567 -21.81883 13.11505 0.19
C 16.59533 -22.77793 15.84908 -0.26
O 16.63335 -23.16254 17.23478 -0.55
H 15.92891 -21.91494 15.74900 0.20
H 17.57037 -22.45947 15.47657 0.16
H 16.20207 -23.61610 15.28135 0.13
H 16.37372 -22.39769 17.75001 0.31
C 11.13035 -25.40262 11.66998 -0.51
O 11.90263 -26.53036 12.05221 -0.46
H 10.77198 -25.60329 10.66439 0.22
H 10.31418 -25.25202 12.38238 0.32
H 11.69370 -24.46143 11.63917 0.15
H 12.19750 -26.45076 12.96213 0.26
```

---

# 5
# C6H10O

A single C6H10O molecule (ωB97M-V/def2-TZVPD, OMol25).

Output
Structure (SMILES): C[C@H]1C[C@H]1CC=O
Total charge: 0

XYZ file:
```
17
Properties=species:S:1:pos:R:3:mulliken_charge:R:1
C 0.02213 1.59108 1.22503 -1.49
C 1.03155 0.57819 0.73730 0.20
C 0.73912 -0.88496 0.88141 -0.76
C 0.78325 -0.27043 -0.49038 0.07
C -0.46134 -0.12037 -1.33550 -0.83
C -1.27362 -1.37876 -1.54183 0.00
O -1.04424 -2.45621 -1.04945 -0.47
H 0.18419 1.80783 2.28630 0.37
H -1.00353 1.21598 1.13059 0.32
H 0.08804 2.53544 0.67171 0.32
H 2.06717 0.87969 0.88470 0.39
H 1.53686 -1.56671 1.16308 0.28
H -0.23666 -1.16147 1.27372 0.21
H 1.67245 -0.51085 -1.06905 0.41
H -0.20776 0.26112 -2.33494 0.37
H -1.15314 0.63337 -0.93137 0.25
H -2.15552 -1.24472 -2.20782 0.35
```

---

# 6
# C5H7NO

A single C5H7NO molecule (ωB97M-V/def2-TZVPD, OMol25).

Output
Structure (SMILES): C=NCCC=C=O
Total charge: 0

XYZ file:
```
14
Properties=species:S:1:pos:R:3:mulliken_charge:R:1
C 1.53065 -0.67956 0.65648 -0.60
N 0.39574 -1.22679 0.52052 -0.41
C -0.71261 -0.45165 1.04417 -0.48
C -1.35496 0.28991 -0.14257 -0.39
C -0.36983 0.65686 -1.21958 -0.58
C 0.93620 0.58594 -1.34866 0.67
O 2.05275 0.63458 -1.70767 -0.44
H 2.40484 -1.11278 0.17644 0.38
H 1.68493 0.24561 1.23053 0.35
H -0.37272 0.26042 1.81266 0.30
H -1.44493 -1.12539 1.50160 0.30
H -1.86717 1.20011 0.20208 0.32
H -2.12558 -0.34970 -0.58432 0.25
H -0.75730 1.07245 -2.14169 0.33
```

---

For each record above, in turn, the calculated Kohn-Sham gap values are 9.148; 9.807; 9.219; 9.796; 10.642; 9.610 eV.
For each record above, in turn, the calculated ΔE to the lowest compared entry with this formula, charge and spin values are 104.8; 26.9; 238.7; 95.4; 17.4; 54.2 kcal per mole.